1.
Entry from OMol25: 12 unconnected molecules or ions with the total composition C54H144N12O15 (the ωB97M-V functional and the def2-TZVPD basis).

Summary:
**Total energy**: -3928.9768 a.u.
**Energy above the lowest of the compared OMol25 structures with the same formula, charge and spin**: 674.5 kJ/mol
**Orbital gap**: 8.55 eV
**Lowest unoccupied orbital energy**: 0.0320 eV
**Max |F|**: 3.41 eV/A
**Total charge**: 0

Structure (XYZ):
```
225
Properties=species:S:1:pos:R:3:lowdin_charge:R:1
C 17.20170 4.34707 -8.64294 -0.11
O 17.76509 4.83833 -7.43530 -0.21
C 18.66577 5.99485 -7.57698 -0.15
C 19.33455 6.13265 -6.19144 -0.47
C 18.42913 6.75053 -5.07762 -0.05
N 20.53838 6.86734 -6.20799 0.03
H 16.29456 4.84385 -8.98703 0.08
H 17.10869 3.26152 -8.61088 0.08
H 17.95980 4.56535 -9.39509 0.07
H 19.53113 5.78395 -8.20529 0.11
H 18.13896 6.88090 -7.93120 0.13
H 19.54635 5.09815 -5.92118 0.13
H 18.68664 6.47022 -4.05624 0.07
H 17.45178 6.28506 -5.20502 0.07
H 18.38781 7.83111 -5.21446 0.08
H 20.73976 7.41774 -5.38543 0.07
H 21.15522 6.06809 -6.17962 0.08
C 14.18751 1.38011 -4.73028 -0.09
O 15.07692 1.27193 -3.62258 -0.21
C 16.45034 1.32649 -3.79857 -0.20
C 17.04855 0.00201 -4.42402 -0.41
C 16.68606 -1.18342 -3.54564 -0.08
N 18.52960 -0.09258 -4.51116 0.03
H 14.25240 0.43282 -5.26558 0.08
H 14.37863 2.24976 -5.35900 0.09
H 13.14200 1.32849 -4.42640 0.08
H 16.71325 2.15804 -4.45243 0.11
H 16.82294 1.55675 -2.80045 0.13
H 16.64638 -0.10584 -5.43137 0.12
H 15.60812 -1.16673 -3.38487 0.07
H 17.06332 -1.05129 -2.53158 0.08
H 16.98409 -2.18262 -3.86322 0.08
H 18.64442 -1.02153 -4.89058 0.06
H 18.84469 0.51693 -5.25232 0.06
C 17.08134 -6.61570 -11.23174 -0.09
O 17.96374 -6.11266 -10.21780 -0.22
C 17.94109 -6.73049 -8.91932 -0.19
C 18.58872 -5.84082 -7.83955 -0.42
C 20.03416 -5.38210 -8.12841 -0.06
N 18.54920 -6.53164 -6.52216 0.03
H 17.30195 -7.68007 -11.31273 0.08
H 17.31208 -6.05989 -12.14055 0.09
H 16.04032 -6.50087 -10.92973 0.08
H 16.92072 -6.91085 -8.58107 0.11
H 18.42590 -7.70227 -9.01256 0.12
H 18.03241 -4.91393 -7.70000 0.13
H 20.65060 -6.25733 -8.33349 0.07
H 20.49238 -4.93858 -7.24444 0.07
H 20.04876 -4.66914 -8.95278 0.07
H 17.62137 -6.71631 -6.16841 0.06
H 19.02960 -7.41421 -6.62396 0.06
C 9.74334 3.78487 -10.75692 -0.12
O 9.61222 2.52449 -10.10931 -0.21
C 8.37571 1.85695 -10.43047 -0.17
C 8.00972 0.85354 -9.27268 -0.45
C 7.85807 1.62047 -7.96634 -0.06
N 8.94285 -0.20395 -9.16493 0.02
H 9.20893 4.53524 -10.17428 0.08
H 9.48441 3.91054 -11.80824 0.08
H 10.79034 4.08571 -10.71981 0.08
H 7.58957 2.60988 -10.48677 0.11
H 8.46075 1.37656 -11.40519 0.12
H 7.07665 0.31014 -9.42164 0.13
H 8.02093 0.92841 -7.14014 0.08
H 6.81081 1.92270 -7.96416 0.08
H 8.58341 2.42822 -7.86875 0.07
H 9.82614 0.15766 -8.83457 0.07
H 9.16231 -0.70639 -10.01316 0.07
C 21.19168 3.20448 0.40626 -0.11
O 20.47906 3.61930 1.55907 -0.18
C 19.91852 2.51424 2.29396 -0.21
C 20.94196 1.64326 2.98430 -0.44
C 20.31530 0.44978 3.78991 -0.05
N 21.58013 2.55672 3.94675 0.02
H 21.97724 2.47845 0.61575 0.07
H 21.75511 4.02811 -0.03226 0.09
H 20.47868 2.73667 -0.27261 0.09
H 19.22137 2.89433 3.04069 0.13
H 19.31894 1.86514 1.65579 0.12
H 21.75497 1.22092 2.39374 0.12
H 20.96985 -0.28537 4.25810 0.07
H 19.63639 -0.03746 3.09007 0.07
H 19.61565 0.85541 4.52069 0.07
H 22.22384 2.08769 4.56785 0.07
H 22.24223 3.05803 3.37194 0.06
C 25.70304 0.51299 -10.92643 -0.11
O 24.50239 0.43937 -10.17481 -0.21
C 23.29952 0.51063 -10.96474 -0.18
C 22.12894 0.29596 -9.97968 -0.48
C 20.80874 -0.01926 -10.58190 -0.07
N 21.95098 1.36281 -9.02277 0.04
H 26.58272 0.33935 -10.30667 0.08
H 25.76731 1.50827 -11.36619 0.08
H 25.69695 -0.25733 -11.69758 0.08
H 23.17586 1.46921 -11.46866 0.13
H 23.30116 -0.33414 -11.65355 0.12
H 22.49081 -0.51740 -9.35071 0.14
H 20.49410 0.68934 -11.34805 0.08
H 20.08171 -0.08739 -9.77266 0.08
H 20.84700 -0.90514 -11.21581 0.08
H 21.58962 2.15991 -9.52693 0.07
H 22.87849 1.67256 -8.77004 0.06
C 14.19932 -2.11780 -11.87582 -0.09
O 12.95883 -2.72617 -12.27129 -0.20
C 12.76524 -3.03364 -13.62972 -0.21
C 11.35037 -3.54608 -13.87015 -0.47
C 10.82971 -4.69371 -13.08982 -0.07
N 11.26748 -3.84463 -15.29857 0.03
H 14.18200 -1.84776 -10.81995 0.08
H 14.38999 -1.18243 -12.40197 0.08
H 15.02874 -2.79745 -12.07130 0.08
H 12.80647 -2.08629 -14.16725 0.12
H 13.52151 -3.75472 -13.93988 0.13
H 10.66419 -2.73870 -13.61443 0.13
H 11.35042 -5.62988 -13.29121 0.08
H 9.78612 -4.89699 -13.32998 0.08
H 10.90929 -4.49382 -12.02126 0.08
H 10.33913 -4.13479 -15.57075 0.07
H 11.42750 -2.97358 -15.78412 0.07
C 9.53095 -3.32010 -1.71175 -0.14
O 9.99846 -2.90330 -0.48564 -0.19
C 11.39040 -2.70133 -0.46313 -0.19
C 11.77432 -2.16205 0.98112 -0.44
C 13.27364 -1.90955 1.11549 -0.07
N 11.34714 -3.08027 1.97294 0.02
H 10.09353 -4.14564 -2.14775 0.09
H 9.47732 -2.54419 -2.47542 0.09
H 8.46947 -3.54285 -1.60345 0.09
H 11.90869 -3.62653 -0.71507 0.12
H 11.73164 -1.97151 -1.19730 0.12
H 11.20037 -1.30873 1.34239 0.14
H 13.64547 -1.09139 0.49868 0.07
H 13.85851 -2.79415 0.86352 0.08
H 13.54658 -1.54317 2.10513 0.08
H 10.48269 -3.34509 1.52272 0.06
H 11.99229 -3.85482 2.03583 0.07
C 29.64859 0.89720 -4.57458 -0.12
O 28.34456 1.45514 -4.46559 -0.19
C 27.60013 1.58429 -5.70254 -0.18
C 26.42097 2.58428 -5.53181 -0.45
C 25.23130 2.07016 -4.70514 -0.06
N 25.95805 2.98268 -6.79834 0.02
H 29.90454 0.46800 -3.60588 0.08
H 30.42052 1.64304 -4.76423 0.08
H 29.74195 0.09992 -5.31195 0.08
H 28.23719 1.85315 -6.54514 0.11
H 27.28217 0.57703 -5.97168 0.12
H 26.83469 3.44836 -5.01191 0.14
H 24.87401 1.09615 -5.03941 0.08
H 24.37595 2.74457 -4.66468 0.07
H 25.52334 2.01710 -3.65633 0.07
H 26.65023 3.56640 -7.24586 0.07
H 25.84365 2.23110 -7.46326 0.07
C 8.47131 6.13452 -4.99777 -0.13
O 7.88047 5.60714 -3.82708 -0.18
C 8.63186 5.89251 -2.64574 -0.18
C 10.04869 5.13735 -2.52909 -0.17
N 10.61244 5.38289 -1.16364 -0.06
C 11.82636 4.60533 -0.88423 -0.25
C 12.46601 4.99154 0.37470 -0.27
O 12.93163 6.30741 0.35313 -0.16
C 14.31627 6.37339 0.02648 -0.10
H 7.93201 5.80093 -5.88432 0.09
H 9.53395 5.93408 -5.13453 0.07
H 8.46396 7.22285 -5.05754 0.08
H 8.08483 5.59330 -1.75167 0.12
H 8.84138 6.96157 -2.60971 0.11
H 10.73624 5.37614 -3.34047 0.10
H 9.90656 4.05666 -2.53172 0.11
H 10.91269 6.34306 -1.07407 0.10
H 12.54195 4.70873 -1.69991 0.11
H 11.51559 3.56080 -0.86162 0.12
H 13.19448 4.26475 0.73412 0.12
H 11.70452 4.78798 1.12757 0.13
H 14.58937 6.02069 -0.96807 0.08
H 14.83861 5.60088 0.59083 0.08
H 14.73181 7.36725 0.19279 0.09
C 12.83514 -6.15014 -6.89084 -0.13
O 13.15284 -7.50819 -6.88075 -0.18
C 13.35209 -7.97009 -5.56435 -0.23
C 13.37280 -9.49602 -5.63450 -0.22
N 14.49362 -10.01949 -6.37200 -0.07
C 14.49359 -11.46205 -6.40857 -0.20
C 15.66079 -11.93870 -7.32721 -0.26
O 15.54915 -11.42317 -8.58298 -0.18
C 16.60747 -11.79179 -9.39657 -0.11
H 11.87496 -5.83887 -6.47943 0.09
H 13.00660 -5.82133 -7.91583 0.09
H 13.57133 -5.56876 -6.33578 0.08
H 12.62107 -7.60272 -4.84410 0.12
H 14.30524 -7.63269 -5.15721 0.12
H 12.44619 -9.82191 -6.10705 0.12
H 13.40332 -9.92773 -4.63410 0.12
H 14.38979 -9.71551 -7.32956 0.10
H 13.51874 -11.82799 -6.73084 0.12
H 14.77418 -11.84085 -5.42578 0.12
H 15.51474 -13.01885 -7.32054 0.11
H 16.66169 -11.81968 -6.91229 0.12
H 16.60340 -12.87896 -9.47492 0.09
H 17.53197 -11.37549 -8.99646 0.09
H 16.39510 -11.38697 -10.38608 0.09
C 22.59873 -4.52485 -1.20380 -0.14
O 23.44535 -5.04279 -0.25048 -0.20
C 22.85173 -5.87069 0.76968 -0.21
C 23.80770 -6.21245 1.90608 -0.19
N 24.79925 -7.24160 1.50036 -0.08
C 24.40602 -8.60277 1.83483 -0.20
C 25.35897 -9.71725 1.26953 -0.23
O 25.00626 -9.98007 -0.05406 -0.20
C 25.45421 -11.26753 -0.58074 -0.08
H 22.03631 -5.35409 -1.63293 0.09
H 23.24491 -4.07068 -1.95500 0.09
H 22.00649 -3.70169 -0.80409 0.09
H 22.44402 -6.79792 0.36704 0.12
H 22.03412 -5.28019 1.18313 0.12
H 23.35863 -6.50585 2.85494 0.12
H 24.44175 -5.33936 2.06040 0.11
H 24.86101 -7.15278 0.49617 0.10
H 23.41032 -8.73542 1.41163 0.11
H 24.34859 -8.78802 2.90743 0.11
H 25.25353 -10.61864 1.87324 0.11
H 26.40052 -9.40452 1.34350 0.12
H 26.53577 -11.38699 -0.51683 0.08
H 25.12219 -11.31568 -1.61782 0.08
H 24.97566 -12.11196 -0.08471 0.08
```

---

2.
Entry from OMol25: a molecular structure, C20H12CdClF5IN2O6Se (the ωB97M-V functional and the def2-TZVPD basis).

Summary:
**Total energy**: -5156.5220 a.u.
**Orbital gap**: 6.99 eV
**Lowest unoccupied orbital energy**: 1.9559 eV
**Max |F|**: 1.39 eV/A
**Total charge**: -1

Structure (XYZ):
```
49
Properties=species:S:1:pos:R:3:lowdin_charge:R:1
Cd -0.09578 -0.53318 -0.29091 1.21
C -1.04759 3.84776 -1.66235 -0.02
C 0.35869 3.36933 -1.82609 -0.26
N 1.15494 4.00525 -2.64127 0.11
C 2.42573 3.56816 -2.80702 -0.13
C 2.95614 2.50119 -2.14227 -0.18
C 4.38157 2.10460 -2.42050 -0.21
O 5.24799 2.19546 -1.28629 -0.08
C 2.13084 1.78518 -1.22680 -0.09
C 2.69425 0.77789 -0.38694 -0.06
N 1.99521 -0.00069 0.37419 -0.07
C 2.58656 -0.88553 1.27162 -0.37
C 3.75648 -1.60292 1.00438 -0.02
C 4.22832 -2.54888 1.89627 -0.08
C 3.55630 -2.78999 3.08662 -0.09
C 2.40116 -2.08082 3.38140 -0.16
C 1.93070 -1.14776 2.47807 -0.62
I 0.08695 -0.15464 2.84721 0.94
C 0.76420 2.19296 -1.07619 -0.33
O -0.06523 1.63610 -0.28630 -0.20
H -1.20095 4.72877 -2.28105 0.07
H -1.25100 4.08523 -0.61541 0.08
H -1.74560 3.05650 -1.93501 0.06
H 3.02531 4.12948 -3.51709 0.10
H 4.76766 2.73820 -3.22568 0.11
H 4.43904 1.06674 -2.75290 0.13
H 5.11876 3.05982 -0.88336 0.09
H 3.78235 0.74130 -0.31850 0.12
H 4.25656 -1.44285 0.05772 0.11
H 5.11110 -3.12366 1.64709 0.10
H 3.91195 -3.54193 3.77865 0.10
H 1.83795 -2.28361 4.28180 0.09
O -3.05736 -1.13230 -2.72219 -0.31
Cl -2.37904 -0.17529 -1.92248 0.62
O -3.08621 1.05765 -1.88366 -0.32
O -1.03690 0.03661 -2.42647 -0.48
O -2.25790 -0.69786 -0.55343 -0.48
F -0.18169 -7.83172 1.17131 0.11
C -0.03792 -6.66873 0.52634 -0.15
C 0.10516 -6.64251 -0.84993 -0.15
F 0.08480 -7.79635 -1.53200 0.10
C 0.27442 -5.44492 -1.51507 -0.27
F 0.44477 -5.48353 -2.83989 0.07
C 0.27071 -4.20908 -0.86145 -0.54
Se 0.45717 -2.59262 -1.81528 0.65
C 0.08695 -4.28598 0.51822 -0.26
F -0.01078 -3.15282 1.22466 0.00
C -0.03359 -5.47066 1.21483 -0.15
F -0.14847 -5.46519 2.54983 0.10
```

---

3.
Entry from OMol25: a molecular structure, C3H3FHgO2 (the ωB97M-V functional and the def2-TZVPD basis).

Summary:
**Total energy**: -519.3922 a.u.
**Energy above the lowest of the compared OMol25 structures with the same formula, charge and spin**: 317.5 kJ/mol
**Spin multiplicity**: 2
**Orbital gap (spin up / spin down)**: 8.72 / 5.84 eV
**Lowest unoccupied orbital energy (spin up / spin down)**: -5.2959 / -8.1973 eV
**Max |F|**: 5.18 eV/A
**Total charge**: +1

Structure (XYZ):
```
10
Properties=species:S:1:pos:R:3:lowdin_charge:R:1
F 0.85272 0.33326 -2.81575 -0.24
H -0.23252 0.11602 -2.72313 0.19
O -0.48729 1.04273 -0.01131 0.00
C -0.09781 0.82786 1.29442 -0.17
C -0.31660 -0.03716 -0.78744 0.06
O 0.18443 -0.40533 1.42082 0.01
C 0.04713 -1.11033 0.15663 -0.06
Hg -0.22072 2.69445 3.30707 0.87
H 1.00570 -1.58515 -0.09594 0.17
H -0.73504 -1.87634 0.25463 0.17
```